71
Properties=species:S:1:pos:R:3:mulliken_charge:R:1 method="wB97M-V/def2-TZVPD" charge=-1 homo_lumo_gap_ev=5.84
K -0.468 0.155 0.078 0.91
Cl -6.633 10.333 -5.218 -0.22
Cl -4.027 6.075 2.663 -0.23
Cl -7.424 6.293 -1.797 -0.20
S -1.262 5.002 2.349 -0.20
O -4.413 5.997 -0.734 -0.25
O 1.207 1.915 -0.404 -0.72
O -2.507 -1.057 -0.453 -0.57
N -2.065 2.225 -0.715 -0.07
N -2.771 3.776 -2.131 0.40
N 1.719 -0.346 1.420 0.32
N -0.168 -2.460 0.570 0.39
C -6.845 8.251 -3.518 -0.82
C -3.023 -2.209 -0.481 -0.25
C -4.464 5.621 -2.105 0.10
C -2.587 5.886 1.738 0.60
C -4.671 8.622 -4.487 -1.11
C 3.673 4.381 0.548 -0.21
C -6.001 8.970 -4.344 0.50
C -2.994 -4.651 -0.078 -0.43
C -6.330 7.169 -2.822 0.52
C 1.653 -1.663 2.020 -0.73
C 2.171 2.441 0.215 0.01
C -0.971 -3.440 0.450 -0.46
C -3.466 6.991 -0.339 -0.89
C -2.384 6.356 0.472 -0.06
C -2.341 -3.411 -0.034 0.71
C -4.188 7.532 -3.781 0.20
C -4.995 6.779 -2.932 -0.03
C -2.233 2.751 -2.886 -0.87
C 1.186 -2.714 1.008 -0.79
C -4.361 -2.422 -0.961 -0.65
C 2.686 0.420 1.729 -0.46
C -1.083 6.000 0.013 -0.86
C 4.381 3.729 1.564 -0.78
C 3.998 2.441 1.882 -0.46
C -3.152 5.068 -2.656 -1.04
C -4.955 -3.657 -0.983 -0.25
C 2.932 1.779 1.262 0.69
C -2.635 3.393 -0.828 -0.76
C -0.378 5.266 0.913 0.12
C 2.626 3.772 -0.098 -0.63
C -4.284 -4.806 -0.538 -0.70
C -1.818 1.807 -1.999 -0.27
H -2.342 5.784 -2.478 -0.10
H 2.620 -1.968 2.451 0.42
H -3.145 7.266 -3.901 0.35
H -0.700 6.252 -0.967 0.40
H 1.850 -2.646 0.138 0.20
H -7.885 8.524 -3.416 0.43
H -4.023 9.191 -5.138 0.41
H -3.239 4.960 -3.737 0.50
H 1.309 -3.720 1.444 0.43
H 2.104 4.269 -0.908 0.44
H -2.439 -5.520 0.269 0.24
H -2.189 2.808 -3.960 0.39
H 3.961 5.386 0.254 0.34
H -2.987 4.006 -0.017 0.82
H -1.303 0.886 -2.220 0.36
H -4.758 -5.779 -0.557 0.37
H -0.623 -4.454 0.720 0.04
H 0.921 -1.640 2.837 0.18
H 0.596 4.818 0.800 0.33
H -5.202 4.818 -2.112 0.62
H -4.013 7.726 0.256 0.58
H 3.451 0.051 2.435 0.06
H -4.896 -1.545 -1.306 0.37
H 5.211 4.206 2.069 0.38
H -5.972 -3.744 -1.355 0.33
H -3.049 7.514 -1.204 0.34
H 4.540 1.899 2.653 0.27

73
Properties=species:S:1:pos:R:3:mulliken_spin:R:1 method="wB97M-V/def2-TZVPD" charge=-1 spin_multiplicity=4 s2=3.7755 de_lowest_ev=2.0927 homo_lumo_gap_ev="6.21 / 6.62"
V 0.243 0.010 1.136 2.89
Cl -0.629 -1.294 3.260 -0.01
Cl 4.434 3.353 2.648 0.00
Cl 2.220 -1.391 1.363 0.00
Cl -0.110 -0.630 6.045 0.00
S 1.844 1.520 2.368 -0.03
P -1.545 -1.193 0.087 0.00
O -0.003 -2.840 0.460 0.03
O -0.953 -4.776 1.078 0.00
N -2.242 3.234 4.153 0.01
N -1.026 1.329 1.587 -0.02
N -1.967 2.613 2.964 0.03
N -2.390 3.051 1.800 -0.02
N -1.159 1.574 2.881 0.09
C -1.794 2.233 0.956 0.10
C -1.241 -2.566 -2.382 0.00
C 3.225 -1.173 -3.522 -0.01
C 1.722 -1.233 -1.646 0.05
C -5.772 0.718 0.432 0.00
C -3.209 -0.345 0.109 0.01
C 2.504 -1.888 -2.558 0.01
C -1.062 -2.585 -3.755 0.00
C 5.973 -0.082 1.388 0.00
C -5.287 0.434 -0.832 0.00
C -0.991 -1.402 -4.470 0.00
C -1.093 -0.189 -3.808 -0.01
C 0.949 0.873 -0.563 -0.20
C 3.108 0.186 -3.575 0.01
C -3.715 -0.054 1.375 0.00
C 1.524 2.956 -1.723 -0.04
C 5.820 1.228 1.814 0.00
C 2.335 0.891 -2.628 -0.02
C -1.278 -0.166 -2.441 0.01
C 0.928 2.251 -0.671 0.08
C -4.014 -0.086 -0.994 -0.01
C 4.854 -0.886 1.240 0.00
C 1.649 0.178 -1.600 -0.04
C -2.293 -2.793 0.619 0.00
C -4.978 0.477 1.540 0.00
C -1.362 -1.354 -1.715 0.01
C 4.563 1.724 2.093 0.00
C 3.602 -0.378 1.522 0.00
C 0.583 -0.791 4.433 0.01
C -0.971 -3.606 0.745 0.01
C 2.226 2.293 -2.690 0.06
C 3.403 0.943 1.956 0.02
H 4.945 -1.913 0.923 0.00
H -3.096 -0.265 2.242 -0.01
H 0.455 2.848 0.100 0.02
H -0.980 -3.532 -4.267 0.00
H -1.929 2.283 -0.104 -0.01
H -1.350 0.779 -1.915 0.00
H 0.966 0.190 4.121 0.00
H -2.149 2.564 4.910 0.00
H 1.436 4.036 -1.755 0.00
H 3.615 0.751 -4.349 0.00
H 2.555 -2.969 -2.550 0.00
H -1.025 0.738 -4.360 0.00
H -2.815 -2.705 1.577 0.00
H -3.002 -3.190 -0.115 0.00
H 1.359 -1.555 4.472 0.00
H 2.719 2.821 -3.498 0.00
H 6.956 -0.477 1.181 0.00
H -3.159 3.669 4.123 0.00
H -3.648 -0.290 -1.989 0.00
H 3.843 -1.702 -4.237 0.00
H -6.770 1.113 0.555 0.00
H 1.137 -1.811 -0.951 -0.04
H -0.855 -1.425 -5.541 0.00
H 6.678 1.870 1.945 0.00
H -5.350 0.694 2.534 0.00
H -5.905 0.602 -1.704 0.00
H -1.256 -3.491 -1.824 0.00

75
Properties=species:S:1:pos:R:3:mulliken_spin:R:1 method="wB97M-V/def2-TZVPD" charge=-2 spin_multiplicity=3 s2=2.0347 de_lowest_ev=0.5668 homo_lumo_gap_ev="3.92 / 4.89"
I -0.211 2.808 -7.265 0.00
I -0.805 -2.494 -4.480 0.00
Ti 0.335 -0.415 -0.305 1.00
S 3.297 1.581 1.045 0.00
S 2.670 -0.295 0.400 -0.02
S 1.895 5.341 -0.839 0.00
S 2.204 2.310 2.637 0.00
S 0.543 3.380 2.034 0.00
O 0.665 -0.795 -2.292 0.00
N 3.587 6.386 0.954 0.00
N -1.114 -0.682 1.199 -0.03
N -1.585 0.422 -1.356 -0.05
N 0.643 1.816 -0.923 0.00
N 0.597 -2.470 0.008 -0.01
N 4.364 4.579 -0.057 0.00
N -3.272 -8.137 5.866 0.04
C -1.714 1.727 -1.567 0.03
C -2.404 -6.229 4.350 0.08
C -1.851 0.386 1.628 0.17
C -3.925 1.419 -2.418 0.00
C -1.516 -1.768 1.964 -0.05
C 4.774 6.006 1.719 0.00
C -1.462 -4.146 2.686 0.11
C -2.839 -4.368 2.884 0.07
C -0.967 -3.082 1.821 0.21
C 1.484 -4.493 -0.493 -0.05
C 1.534 1.894 -2.098 0.00
C 0.080 1.592 -5.584 0.00
C -3.794 0.059 -2.168 0.00
C -0.151 -0.513 -4.493 0.00
C 0.887 1.322 -3.331 0.00
C 0.690 2.112 -4.450 0.00
C -2.884 -7.286 5.191 -0.01
C 5.023 4.570 1.252 0.00
C 0.565 -4.672 0.553 0.19
C 1.470 -3.144 -0.793 0.15
C 0.476 -0.035 -3.322 0.01
C -2.876 2.262 -2.118 0.00
C -2.487 -1.339 2.884 0.18
C -0.577 2.595 -1.110 -0.01
C -2.697 0.032 2.658 -0.06
C 0.038 -3.404 0.861 -0.06
C -0.350 0.275 -5.614 0.00
C -0.577 -5.015 3.356 0.07
C -3.303 -5.385 3.691 -0.03
C -2.598 -0.392 -1.647 0.04
C -1.032 -6.027 4.174 -0.03
C 3.305 5.447 -0.005 0.00
H 0.486 -4.855 3.239 0.00
H 2.447 1.352 -1.848 0.00
H 1.012 3.146 -4.426 0.00
H 0.288 -5.606 1.014 0.01
H -3.357 0.695 3.196 0.00
H 5.611 6.662 1.461 0.00
H 2.030 -2.612 -1.546 0.02
H -0.427 3.422 -1.813 0.00
H 4.533 3.853 1.917 0.00
H -2.437 -1.441 -1.425 0.00
H 4.120 3.678 -0.447 0.00
H -4.841 1.815 -2.840 0.00
H -0.328 -6.664 4.695 0.00
H 2.781 6.776 1.412 0.00
H -1.684 1.369 1.218 0.02
H 4.596 6.067 2.791 0.00
H 1.128 2.234 -0.121 0.01
H -0.816 3.027 -0.131 -0.02
H -2.950 -1.941 3.650 0.01
H 1.792 2.941 -2.284 0.00
H -0.836 -0.134 -6.489 0.00
H 6.081 4.325 1.174 0.00
H 2.074 -5.252 -0.985 0.00
H -4.368 -5.546 3.808 0.00
H -3.544 -3.735 2.363 0.00
H -4.592 -0.639 -2.377 0.00
H -2.938 3.328 -2.293 0.00

Number 1: energy -110455.0582 eV. Number 2: energy -141069.9858 eV. Number 3: energy -139600.4180 eV.